Entry 1:
The following is a DFT calculation (ωB97M-V/def2-TZVPD) of 2 unconnected molecules or ions with the total composition C7H12O in a non-equilibrium geometry.

The geometry in ORCA input format:
```
! RIJCOSX wB97M-V def2-TZVPD def2/J DEFGRID3
* xyz 0 1
C -1.68 -0.07 -1.69
C -1.06 -0.12 -0.55
C -0.71 -0.46 0.69
C -1.52 0.00 1.88
C 0.52 -1.17 0.91
C 1.38 -1.44 -0.13
H -2.39 -0.84 -1.99
H -1.48 0.70 -2.43
H -2.03 -0.84 2.34
H -0.87 0.45 2.64
H -2.27 0.74 1.60
H 0.88 -1.20 1.93
H 0.95 -1.85 -1.05
H 2.33 -1.90 0.09
C 1.40 1.32 -1.07
O 1.40 1.88 0.20
H 0.63 1.73 -1.72
H 2.38 1.51 -1.51
H 1.51 0.02 -0.82
H 0.63 1.54 0.68
*
```

Output
* lowest unoccupied orbital energy: 0.34 eV
* energy relative to the best compared isomer or geometry (same formula, charge and spin): 397.48 kJ/mol
* E: -9496.6990 eV
* HOMO-LUMO gap: 8.49 eV
* strongest force on any atom: 3.26 eV/Å
* E_HOMO: -8.1 eV

Atomic partial charges in e from the Mulliken method, atoms 1 to 4:
1. C -0.869
2. C 0.440
3. C 0.275
4. C -1.469


Entry 2:
The following is a DFT calculation (ωB97M-V/def2-TZVPD) of a gas-phase ion, C11H20NOS (charge +1) in a non-equilibrium geometry.

The geometry in ORCA input format:
```
! RIJCOSX wB97M-V def2-TZVPD def2/J DEFGRID3
* xyz 1 1
C 2.51 -2.45 -1.18
C 2.79 -1.55 0.08
C 2.28 -0.20 -0.23
C 3.03 0.88 -0.19
C 2.33 2.11 -0.62
C 1.28 2.67 0.06
S 0.14 3.94 -0.43
C 0.85 -0.09 -0.41
C -0.09 0.24 0.48
C -0.05 0.29 1.99
N -1.52 0.60 0.04
C -2.49 -0.57 -0.08
O -3.47 -0.17 -0.87
C -4.77 0.02 -0.23
H 2.73 -3.44 -1.07
H 3.00 -2.09 -1.96
H 1.36 -2.32 -1.25
H 3.84 -1.45 0.24
H 2.06 -2.04 0.85
H 4.14 0.74 -0.05
H 2.84 2.78 -1.28
H 1.10 2.51 1.13
H 0.34 4.12 -1.64
H 0.49 -0.06 -1.39
H -0.54 -0.47 2.51
H -0.39 1.23 2.47
H 1.01 0.19 2.19
H -1.84 1.14 0.91
H -1.60 1.05 -0.83
H -2.86 -0.85 0.92
H -1.96 -1.33 -0.50
H -5.40 0.66 -0.76
H -4.59 0.43 0.75
H -5.23 -0.94 -0.25
*
```

Output
* lowest unoccupied orbital energy: -2.90 eV
* energy relative to the best compared isomer or geometry (same formula, charge and spin): 294.42 kJ/mol
* E: -26093.0894 eV
* HOMO-LUMO gap: 8.26 eV
* strongest force on any atom: 5.33 eV/Å
* E_HOMO: -11.2 eV

Atomic partial charges in e from the Mulliken method, atoms 1 to 4:
1. C -1.176
2. C -0.567
3. C 0.115
4. C -0.299


Entry 3:
The following is a DFT calculation (ωB97M-V/def2-TZVPD) of 2 unconnected molecules or ions with the total composition C7H17N2 in a non-equilibrium geometry.

The geometry in ORCA input format:
```
! RIJCOSX wB97M-V def2-TZVPD def2/J DEFGRID3
* xyz 1 1
C 3.52 0.81 -0.82
C 3.23 0.19 0.49
C 3.97 1.27 -1.84
C -1.27 -2.31 -0.18
C -1.88 1.51 -0.19
C -0.94 0.15 1.58
C -2.00 -1.00 -0.29
N 0.06 0.12 -0.50
N -1.23 0.17 0.13
H 2.18 -0.09 0.56
H 3.53 0.94 1.21
H 3.86 -0.57 0.59
H 0.75 0.84 -0.23
H 0.05 -0.03 -1.47
H 4.19 2.04 -2.51
H -0.59 -2.36 0.61
H -2.12 -3.01 0.02
H -0.75 -2.46 -1.09
H -3.03 1.52 0.12
H -1.46 2.27 0.46
H -1.90 1.58 -1.34
H -0.55 -0.76 1.78
H -0.37 0.92 2.01
H -1.92 0.13 1.98
H -2.89 -0.99 0.33
H -2.43 -0.86 -1.40
*
```

Output
* lowest unoccupied orbital energy: -2.83 eV
* energy relative to the best compared isomer or geometry (same formula, charge and spin): 444.66 kJ/mol
* E: -10503.9411 eV
* HOMO-LUMO gap: 9.98 eV
* strongest force on any atom: 4.41 eV/Å
* E_HOMO: -12.8 eV

Atomic partial charges in e from the Mulliken method, atoms 1 to 4:
1. C -0.241
2. C -0.793
3. C -0.069
4. C -1.007


Entry 4:
The following is a DFT calculation (ωB97M-V/def2-TZVPD) of a molecular structure, C30H25MnN2O3PS in a non-equilibrium geometry.

The geometry in ORCA input format:
```
! RIJCOSX wB97M-V def2-TZVPD def2/J DEFGRID3
* xyz 1 5
Mn -1.24 -19.02 8.56
C 1.31 -19.84 7.22
N -0.16 -19.93 7.22
C -0.89 -20.55 6.34
C -2.29 -20.51 6.51
C -3.45 -21.03 5.93
C -4.51 -20.63 6.70
C -4.01 -19.87 7.76
N -2.70 -19.81 7.62
C 2.02 -20.76 6.24
C 2.07 -22.12 6.53
C 2.75 -22.99 5.67
C 3.31 -22.52 4.47
C 3.31 -21.14 4.24
C 2.66 -20.28 5.10
H 1.57 -20.19 8.24
H 1.69 -18.84 7.01
H -0.39 -20.93 5.46
H -3.42 -21.59 5.04
H -5.54 -20.86 6.50
H -4.51 -19.38 8.59
H 1.61 -22.51 7.42
H 2.90 -24.03 5.93
H 3.85 -23.15 3.83
H 3.78 -20.72 3.36
H 2.71 -19.20 4.99
O -1.16 -18.35 12.32
S -1.14 -18.02 10.94
O -0.03 -18.69 10.11
O -2.29 -18.36 10.06
C -0.89 -16.30 10.80
C -0.90 -15.60 11.99
C -0.83 -14.22 12.01
C -0.58 -13.54 10.84
C -0.60 -14.25 9.60
C -0.74 -15.63 9.60
P -0.97 -16.49 8.03
C -2.60 -16.08 7.33
C -2.81 -16.51 6.03
C -4.09 -16.28 5.44
C -5.00 -15.50 6.12
C -4.75 -15.03 7.40
C -3.58 -15.36 8.03
C 0.29 -15.71 6.99
C 0.08 -15.07 5.77
C 1.12 -14.50 5.10
C 2.39 -14.65 5.58
C 2.67 -15.32 6.78
C 1.62 -15.85 7.47
H -0.95 -16.18 12.89
H -0.87 -13.73 12.94
H -0.35 -12.48 10.81
H -0.56 -13.82 8.60
H -2.04 -17.06 5.47
H -4.35 -16.68 4.47
H -6.01 -15.25 5.76
H -5.56 -14.48 7.91
H -3.46 -15.14 9.09
H -0.92 -15.03 5.41
H 0.89 -13.96 4.20
H 3.19 -14.18 5.06
H 3.60 -15.44 7.18
H 1.75 -16.41 8.33
*
```

Output
* lowest unoccupied orbital energy (spin up / spin down): -4.15 / -3.74 eV
* E: -92077.3532 eV
* HOMO-LUMO gap (spin up / spin down): 7.03 / 7.56 eV
* strongest force on any atom: 3.25 eV/Å
* E_HOMO (spin up / spin down): -11.2 / -11.3 eV

Atomic partial charges in e from the Mulliken method, atoms 1 to 4:
1. Mn 0.104
2. C -0.085
3. N 0.281
4. C 0.516